Record 1
50
Properties=species:S:1:pos:R:3 method="wB97M-V/def2-TZVPD" e_lumo_ev=2.402 homo_energy_ev=-4.3613 fmax_ev_per_a=4.809 smiles="CC1(C)OC(=O)C([C@@H](c2ccccc2)[C@H](c2ccc(C#N)cc2)S(=O)(=O)C(F)(F)F)=C([O-])O1" gap_ev=6.76 charge=-1
F 0.40992 -4.46527 -0.08700
C -0.07453 -3.41250 0.61244
F -1.25480 -3.01734 0.09566
F -0.26970 -3.77114 1.88819
S 1.24365 -2.01143 0.52170
C 0.52866 -0.26710 0.70929
C 0.79369 0.12904 2.18876
C -0.21043 0.51408 3.09931
C 0.13058 1.03361 4.35250
C 1.46585 1.11690 4.75782
C 1.83796 1.70566 6.03947
N 2.11223 2.15956 7.06717
C 2.45447 0.65762 3.88856
C 2.11373 0.12173 2.64723
O 2.02282 -2.48497 1.68574
O 1.81754 -2.06141 -0.79709
H -0.55221 -0.55774 0.62428
H -1.26827 0.48493 2.81529
H -0.62577 1.46635 5.01092
H 3.50755 0.77074 4.14388
H 2.89972 -0.23162 1.97949
C -1.09919 -0.87256 -4.80890
C -0.53491 -1.83757 -3.77498
C -0.63221 -3.30024 -4.21250
O 0.85286 -1.54650 -3.51527
C 1.14335 -0.45522 -2.73200
O 2.20637 0.09677 -2.81376
C 0.12523 -0.04404 -1.75728
C 0.51643 0.66470 -0.53009
C -0.32190 1.86704 -0.14507
C -1.57743 2.18737 -0.68862
C -2.36960 3.18047 -0.09591
C -1.86510 3.92934 0.96664
C -0.53986 3.73789 1.37263
C 0.25990 2.79063 0.73972
C -1.16316 -0.72632 -1.71946
O -2.05893 -0.49953 -0.93173
O -1.29000 -1.81165 -2.54710
H -0.99531 0.16540 -4.48122
H -0.55075 -1.00775 -5.74912
H -2.15578 -1.11654 -4.95759
H -0.25097 -3.92209 -3.40107
H -1.68543 -3.53085 -4.37519
H -0.05134 -3.46828 -5.11828
H 1.58787 0.88253 -0.55440
H -1.97437 1.66473 -1.55765
H -3.37908 3.37273 -0.47702
H -2.50531 4.64538 1.49600
H -0.11068 4.33272 2.18023
H 1.33664 2.74176 0.94538


Record 2
99
Properties=species:S:1:pos:R:3 method="wB97M-V/def2-TZVPD" e_lumo_ev="-2.224 / -3.198" homo_energy_ev="-8.6138 / -8.6138" s2=0.76 fmax_ev_per_a=3.603 de_lowest_kj_mol=521.0 gap_ev="6.39 / 5.42" charge=+1 multiplicity=2
Sr -0.76387 0.06983 0.71071
N -4.64204 -0.12263 -0.53801
C -5.18544 -0.83585 0.60909
C -4.09371 -1.61694 1.33080
N -2.82687 -0.88766 1.43285
C -3.03772 0.55715 1.99028
C -1.90442 1.87728 2.05989
N -1.86205 2.67213 0.81951
C -1.89148 -1.69024 2.36175
C -0.74000 -0.89928 3.18073
N 0.66336 -0.49734 2.77796
H -5.37996 0.34709 -1.04749
H -4.18573 -0.75552 -1.18733
H -5.96747 -1.56255 0.36008
H -5.64806 -0.11241 1.28474
H -3.86785 -2.52182 0.76232
H -4.45592 -1.92755 2.31916
H -3.26464 0.37825 3.04657
H -3.87784 1.06787 1.53808
H -0.85339 1.69671 2.33540
H -2.34872 2.36181 2.93261
H -1.36158 3.51336 1.10801
H -2.82783 2.95957 0.67632
H -1.62259 -2.62711 1.87662
H -2.49790 -1.92036 3.24243
H -0.74607 -1.37521 4.15693
H -1.30927 0.01674 3.24857
H 1.22802 -1.32554 2.94921
H 0.86077 0.14686 3.54047
C 2.15630 -4.87192 0.53607
C 1.10076 -3.91683 0.07821
N 1.20252 -2.64841 0.02123
O 2.36292 -2.14532 0.57208
C -0.19279 -4.45571 -0.41037
C -0.29402 -5.81639 -1.03433
N -1.22276 -3.71106 -0.26568
O -2.40674 -3.84339 -0.55458
H 3.04225 -4.34019 0.86563
H 2.43286 -5.53738 -0.28399
H 1.78340 -5.49760 1.34923
H 2.38215 -1.24370 0.20053
H 0.39423 -5.90168 -1.87681
H -1.30619 -5.99455 -1.38805
H -0.03150 -6.59128 -0.31233
N 2.17167 4.07615 4.02262
C 2.99245 3.62525 3.00401
C 4.37062 3.66694 2.81962
C 4.85709 3.05882 1.67944
C 4.00241 2.42678 0.76159
C 2.63607 2.40137 0.95026
C 2.12557 3.02382 2.08581
N 0.81297 3.12222 2.54148
C 0.89720 3.74690 3.68595
C -0.26835 3.97447 4.56214
C -0.98983 5.12273 4.64657
S -2.28381 4.91148 5.74209
C -1.77101 3.29802 6.00515
N -0.72174 2.92925 5.33505
H 2.44658 4.57030 4.85411
H 5.03147 4.14259 3.53177
H 5.92197 3.06598 1.49031
H 4.42424 1.94916 -0.11316
H 1.99306 1.89966 0.24085
H -0.81948 6.05551 4.13449
H -2.29670 2.65050 6.69195
C -3.20079 -1.85201 -4.03265
C -3.12571 -0.61579 -3.40816
C -1.95646 -0.23042 -2.76101
C -0.82491 -1.04978 -2.73954
C -0.92662 -2.29089 -3.37216
C -2.09430 -2.69015 -4.00883
Ge 0.80191 -0.28099 -1.85596
C 2.44808 -1.10447 -2.59206
C 2.61985 -2.46077 -2.87241
C 3.83080 -2.95870 -3.33777
C 4.91038 -2.10758 -3.51998
C 4.76666 -0.75737 -3.23366
C 3.55033 -0.26650 -2.77918
C 0.79760 1.44867 -2.87530
C 0.97231 1.45392 -4.26293
C 0.93524 2.62945 -4.99695
C 0.71833 3.84489 -4.35709
C 0.53555 3.86690 -2.98474
C 0.57578 2.67813 -2.26011
H -4.10355 -2.15215 -4.54896
H -3.96761 0.06650 -3.44784
H -1.91363 0.77075 -2.33168
H -0.07418 -2.95817 -3.39582
H -2.13487 -3.65178 -4.50593
H 1.80436 -3.15648 -2.71525
H 3.92988 -4.01414 -3.56233
H 5.85385 -2.49153 -3.88581
H 5.60099 -0.08119 -3.37517
H 3.45297 0.79779 -2.58788
H 1.14308 0.51643 -4.78282
H 1.07413 2.60055 -6.07078
H 0.69387 4.76473 -4.92737
H 0.36579 4.80690 -2.47262
H 0.41530 2.73618 -1.18647


Record 3
43
Properties=species:S:1:pos:R:3 method="wB97M-V/def2-TZVPD" e_lumo_ev=0.556 homo_energy_ev=-9.3701 fmax_ev_per_a=1.371 smiles=COC[C@H](C)N.COC[C@H](C)N.O.O.O de_lowest_kj_mol=38.7 gap_ev=9.93
C -2.81544 -0.93316 3.37817
C -2.48934 -1.39314 1.96245
C -1.23192 -2.22549 1.92928
O -0.06282 -1.58076 2.36866
C 0.18948 -0.35758 1.68968
N -3.57051 -2.20159 1.35987
H -3.45060 -0.03964 3.40584
H -1.91165 -0.63672 3.91932
H -3.36088 -1.68654 3.95035
H -2.37810 -0.50489 1.33838
H -1.10605 -2.57281 0.88643
H -1.34232 -3.11959 2.54868
H 1.20458 -0.04063 1.93045
H -0.46053 0.41492 2.11160
H 0.11151 -0.45108 0.60902
H -4.45295 -1.88196 1.74667
H -3.47583 -3.15907 1.68979
C -0.97630 -0.03456 -1.85767
C 0.16871 -0.14150 -2.86786
C 1.35106 -0.93402 -2.37789
O 1.95860 -0.23905 -1.30925
C 3.03776 -0.92864 -0.72880
N -0.32404 -0.72755 -4.12523
H -1.92509 0.13984 -2.36344
H -0.79009 0.77529 -1.15457
H -1.06475 -0.96737 -1.29577
H 0.49605 0.88632 -3.08693
H 2.07827 -1.02805 -3.19793
H 1.03889 -1.93428 -2.04887
H 3.45501 -0.28664 0.05408
H 3.85936 -1.06106 -1.44314
H 2.76765 -1.86571 -0.23258
H 0.35843 -0.58651 -4.86209
H -1.15779 -0.24140 -4.42993
O 3.71257 4.25518 -0.48640
H 4.57758 4.44141 -0.11138
H 3.16591 5.00891 -0.24154
O 1.80273 2.25689 0.31031
H 2.51604 2.81769 -0.02542
H 2.05619 1.35432 0.08690
O -0.46822 4.06642 0.60805
H -1.16576 4.05355 -0.05183
H 0.07462 3.29027 0.41455


Record 4
43
Properties=species:S:1:pos:R:3 method="wB97M-V/def2-TZVPD" e_lumo_ev="-4.145 / -4.731" homo_energy_ev="-10.9505 / -11.5172" s2=2.02 fmax_ev_per_a=1.199 de_lowest_kj_mol=0.0 gap_ev="6.81 / 6.79" charge=+1 multiplicity=3
W 0.03687 0.07091 -0.13283
N 4.55759 -0.23512 -0.45196
C 3.23039 -0.35749 -0.36316
S 2.28171 1.07287 -0.15733
N 2.73971 -1.57443 -0.43609
N 1.38197 -1.57436 -0.29747
C 0.86263 -2.74888 -0.16736
C -0.58701 -2.83996 -0.15507
C -1.28116 -4.01960 0.00475
C -2.66071 -3.99496 -0.13141
C -3.29722 -2.79444 -0.41067
C -2.54589 -1.63764 -0.49308
N -1.21065 -1.66125 -0.35366
H 5.00441 0.65788 -0.35317
H 5.12161 -1.06729 -0.49765
H 1.51666 -3.61118 -0.15328
H -0.74210 -4.93632 0.19951
H -3.23141 -4.90856 -0.02999
H -4.36770 -2.73986 -0.54526
H -3.00194 -0.67259 -0.65122
Cl 1.17880 5.04596 -5.11255
C 0.73863 4.15544 -3.71699
C 0.51326 2.78458 -3.81660
Cl 0.67315 1.94354 -5.30127
C 0.15400 2.10153 -2.67201
Cl -0.08545 0.35910 -2.68410
C 0.00127 2.70668 -1.43846
O -0.37146 1.97479 -0.37023
C 0.24391 4.06890 -1.34071
Cl 0.08741 4.81481 0.19580
C 0.60705 4.78948 -2.47811
Cl 0.88876 6.47283 -2.34778
O -1.94333 0.54262 1.10708
C -1.31200 0.21683 2.13819
C -1.73219 0.11066 3.57193
C -0.42516 -0.32462 4.25761
C 0.56565 -0.59626 3.12365
O 1.65056 -1.09371 3.19481
N -0.05201 -0.16890 1.93481
H -2.52694 -0.63216 3.64948
H -2.13741 1.05789 3.92438
H -0.52308 -1.21664 4.87243
H -0.00118 0.45893 4.88503


Record 5
82
Properties=species:S:1:pos:R:3 method="wB97M-V/def2-TZVPD" e_lumo_ev="3.480 / 3.477" homo_energy_ev="-2.2143 / -1.5506" s2=2.02 fmax_ev_per_a=1.978 de_lowest_kj_mol=150.4 gap_ev="5.69 / 5.03" charge=-2 multiplicity=3
Re 0.97435 0.23945 0.55279
O 1.24271 4.35289 1.49938
C 0.85176 3.31688 0.96496
O 1.29269 2.12194 1.24374
C -0.27041 3.42585 -0.09496
C -0.75405 4.66844 -0.30134
C -1.73333 4.92798 -1.22460
C -2.31525 3.91238 -1.97045
C -1.76606 2.66778 -1.80088
C -0.79168 2.31485 -0.83747
O -0.41962 1.11916 -0.72952
N -2.25609 1.57877 -2.68244
O -3.45379 1.37306 -2.74721
O -1.41461 1.03265 -3.36003
N -2.28467 6.25207 -1.41123
O -1.84258 7.21965 -0.77547
O -3.24805 6.37100 -2.21140
H -0.27992 5.49108 0.22958
H -3.08504 4.09238 -2.70144
C -4.54643 -4.62770 -2.82947
C -3.99254 -4.88479 -1.57355
C -3.03987 -4.02929 -1.06228
C -2.66725 -2.88010 -1.72959
C -3.23246 -2.61861 -2.96657
C -4.14201 -3.50640 -3.53440
P -1.50462 -1.57584 -1.13686
C -2.45333 -0.89386 0.34902
C -3.79090 -0.79125 0.04813
C -4.69379 -0.17338 0.85902
C -4.31210 0.29887 2.11101
C -2.97685 0.20225 2.41759
C -1.96960 -0.33743 1.56511
C -0.04405 -2.57194 -0.68703
C 0.14307 -3.83495 -1.22582
C 1.37983 -4.46703 -1.16213
C 2.44340 -3.78391 -0.64584
C 2.30700 -2.46154 -0.21004
C 1.08029 -1.82274 -0.18342
H -5.26616 -5.33683 -3.24986
H -4.25938 -5.79039 -1.07145
H -2.58463 -4.18864 -0.06361
H -2.99095 -1.71243 -3.51323
H -4.58326 -3.29022 -4.50331
H -4.07732 -1.05716 -0.95835
H -5.71700 -0.04616 0.53911
H -4.95748 0.83672 2.80230
H -2.60110 0.54511 3.38508
H -0.32270 -1.53998 2.08538
H -0.68093 -4.37003 -1.64347
H 1.56601 -5.42957 -1.59852
H 3.39900 -4.29278 -0.51721
H 3.20445 -1.94705 0.14210
F 2.46757 -0.50048 2.09139
As 4.11462 -0.33347 2.79312
F 4.58013 -1.65420 1.70651
F 3.63929 -1.52123 4.00463
F 5.78012 -0.23266 3.38002
F 3.61005 0.92241 3.88943
F 4.44429 0.80025 1.53812
C -0.53172 -0.44791 1.97109
C -0.12965 0.17853 3.26699
C 0.49084 -0.57291 4.25926
C 0.94647 0.04708 5.41053
C 0.83021 1.40624 5.55138
C 0.16313 2.17608 4.59974
C -0.29257 1.55356 3.46680
H 0.65650 -1.62779 4.06591
H 1.54708 -0.51197 6.12458
H 1.34115 1.89033 6.42535
H 0.03817 3.24703 4.74040
H -0.81310 2.15484 2.76072
S 2.27562 1.10936 -1.59323
C 3.76931 0.79049 -2.24318
N 4.00742 1.42521 -3.45703
C 5.19460 1.35431 -4.09913
C 6.16897 0.54801 -3.65319
C 5.89644 -0.09472 -2.39828
N 4.77966 -0.00900 -1.72349
H 3.33133 2.12123 -3.73801
H 5.26648 1.92681 -5.00389
H 7.18352 0.45124 -4.06900
H 6.68141 -0.69587 -1.94747


Record 6
22
Properties=species:S:1:pos:R:3 method="wB97M-V/def2-TZVPD" e_lumo_ev="3.503 / 3.413" homo_energy_ev="1.3339 / -4.2674" s2=0.75 fmax_ev_per_a=0.523 de_lowest_kj_mol=83.1 gap_ev="2.17 / 7.68" charge=-1 multiplicity=2
C -1.44428 -0.75461 1.75330
C -1.70901 0.71130 1.56299
C -0.84818 1.66164 1.92255
N -1.02653 3.03444 1.77215
H -0.39766 -0.93430 2.00220
H -2.10923 -1.17532 2.51239
H -1.64122 -1.32728 0.84022
H -2.60775 0.97302 1.01792
H 0.12019 1.38772 2.32286
H -0.49228 3.58303 2.44645
H -2.00603 3.28876 1.79354
N -0.13923 -0.14832 -1.49035
C 1.22253 -0.41330 -1.97985
C 2.36248 -2.64266 -2.17999
C 1.71882 -1.72600 -1.46850
H -0.53983 0.60315 -2.04335
H -0.05701 0.25019 -0.55638
H 1.91183 0.38221 -1.66141
H 1.24390 -0.41057 -3.07038
H 2.64366 -3.58726 -1.73508
H 2.63241 -2.44356 -3.20802
H 1.49210 -1.96115 -0.43689


Record 7
19
Properties=species:S:1:pos:R:3 method="wB97M-V/def2-TZVPD" e_lumo_ev=1.026 homo_energy_ev=-9.5828 fmax_ev_per_a=2.420 smiles="C=CCCCCO" de_lowest_kj_mol=236.0 gap_ev=10.61
C -0.61942 -1.48132 1.02872
O -0.77350 -2.52263 -0.01374
C -1.27428 -0.11031 0.85185
C -1.07142 0.42354 -0.59795
C 0.37524 0.18175 -1.16193
C 2.08468 1.39059 0.36196
C 1.26164 1.37322 -0.67288
H 0.44559 -1.38791 1.25942
H -1.21917 -2.04925 1.74882
H -0.11820 -2.23619 -0.65841
H -1.03550 0.60946 1.63421
H -2.32222 -0.27100 1.07365
H -1.27343 1.51758 -0.60136
H -1.69112 -0.05457 -1.34658
H 0.11203 0.12789 -2.21651
H 0.97265 -0.66874 -0.80934
H 2.63249 0.50854 0.71369
H 2.36287 2.38805 0.71367
H 1.15106 2.26129 -1.30727


Record 8
51
Properties=species:S:1:pos:R:3 method="wB97M-V/def2-TZVPD" e_lumo_ev=-0.975 homo_energy_ev=-8.2442 fmax_ev_per_a=2.289 smiles="C=C[C@]1(P(=N)(O)O)OC(=O)O[C@]1(S)/C(I)=C(/C)I.COCCOCCOC" de_lowest_kj_mol=0.0 gap_ev=7.27
C -1.95472 1.05223 0.27994
C -1.24849 0.62257 -0.83726
C -1.49248 0.99471 -2.30736
P -3.18052 0.47601 -2.87965
N -3.77743 1.49241 -3.88910
O -4.18020 0.26510 -1.62791
O -3.00271 -0.97705 -3.47868
O -0.55001 0.08407 -2.95245
C 0.64907 0.69812 -2.78657
O 1.70222 0.18072 -2.83110
O 0.46138 2.03417 -2.49709
C -0.89174 2.32210 -2.90049
S -0.87777 2.10811 -4.78207
C -1.44057 3.66220 -2.49450
I -3.19463 3.75703 -1.31520
C -0.90093 4.84425 -2.82112
C -1.50073 6.15953 -2.41054
I 0.86257 5.07792 -3.92860
H -1.80443 2.05248 0.66680
H -2.68839 0.40866 0.75908
H -0.45580 -0.09444 -0.64508
H -4.67023 1.82859 -3.55120
H -4.38015 1.15815 -1.30759
H -3.87211 -1.40381 -3.47785
H 0.39508 2.42981 -5.03987
H -0.99759 6.98733 -2.90048
H -2.54991 6.22383 -2.69004
H -1.39606 6.29574 -1.33491
C 2.22111 -1.31305 0.24746
O 1.52700 -2.05639 1.22943
C 1.62422 -3.46183 1.07692
C 1.89867 -4.15817 2.39266
O 3.19004 -3.94633 2.93807
C 3.52755 -2.66333 3.43887
C 2.78137 -2.22779 4.68197
O 1.42059 -1.93744 4.41310
C 0.52201 -2.40621 5.39306
H 1.62321 -1.22630 -0.66450
H 2.39348 -0.31442 0.65007
H 3.19231 -1.75708 0.00925
H 2.40503 -3.72453 0.35603
H 0.66252 -3.82420 0.69057
H 1.85022 -5.23301 2.19947
H 1.11804 -3.94023 3.12376
H 3.46452 -1.90566 2.65574
H 4.58280 -2.73966 3.71290
H 3.25192 -1.31124 5.06155
H 2.87234 -3.00632 5.44712
H 0.78876 -3.41090 5.73751
H -0.46778 -2.45213 4.93982
H 0.48735 -1.72431 6.25006


Record 9
74
Properties=species:S:1:pos:R:3 method="wB97M-V/def2-TZVPD" e_lumo_ev="-0.200 / -0.324" homo_energy_ev="-5.4399 / -5.6558" s2=6.16 fmax_ev_per_a=0.448 gap_ev="5.24 / 5.33" multiplicity=5
Cr -0.28861 -0.05788 0.23680
C 1.98973 3.75499 0.79296
C 0.72249 3.93401 -0.04129
C 0.36223 2.74712 -0.95368
N -0.66876 1.82939 -0.47161
C -1.93309 2.11016 -0.74328
C -2.33107 3.39515 -1.18903
C -3.56766 3.94312 -1.45620
C -4.83883 3.38983 -1.39490
C -5.10784 2.07057 -1.08549
C -4.25377 1.02046 -0.79120
C -2.84824 0.94330 -0.65557
N -2.22559 -0.20918 -0.44934
C -3.01871 -1.43065 -0.45354
C -2.21916 -2.70196 -0.19473
C -0.89022 -2.75005 -0.91195
N 0.14586 -1.97291 -0.18142
C 0.19022 -1.38681 2.67263
C -0.14951 -2.27649 3.89178
C 0.31058 -2.06325 5.28004
C 1.40849 -1.38066 5.69880
C 2.28929 -0.55921 4.96996
C 2.23132 -0.12616 3.64399
C 1.31777 -0.38722 2.62902
N 1.34264 0.18762 1.41721
C 2.31555 1.21497 1.13836
C 1.93397 2.57576 1.76159
H 2.16387 4.67922 1.34928
H 2.84950 3.64461 0.12194
H 0.84730 4.82028 -0.67111
H -0.12179 4.14630 0.62051
H 1.25269 2.15425 -1.15250
H 0.04795 3.11839 -1.93438
H -1.51901 4.10144 -1.28372
H -3.52956 4.98973 -1.74300
H -5.67633 4.03663 -1.61851
H -6.15718 1.79246 -1.09264
H -4.77121 0.08349 -0.65201
H -3.52204 -1.51772 -1.42664
H -3.81739 -1.38350 0.29629
H -2.82867 -3.54871 -0.51966
H -2.03923 -2.84859 0.87151
H -0.96727 -2.30654 -1.90636
H -0.52109 -3.77376 -1.01153
H -1.92299 -3.18876 3.10020
H -0.22317 -2.63262 6.03130
H 1.63241 -1.46601 6.75773
H 3.11660 -0.15221 5.53940
H 3.01190 0.57605 3.38053
H 2.39957 1.29986 0.05507
H 3.31630 0.90843 1.46635
H 2.56158 2.77535 2.63213
H 0.91375 2.48463 2.14822
N 0.50641 -3.44889 3.17348
C -1.70268 -2.31662 3.74439
C -2.61103 -2.43362 4.91784
C -3.78979 -1.80188 4.92489
C -4.18498 -0.92306 3.83133
C -3.36405 -0.60643 2.81213
C -2.01604 -1.13486 2.85527
N -1.01236 -0.69967 2.18653
C 0.58246 -2.67884 1.97571
C 0.93219 -2.83813 0.68436
C 1.82498 -3.67025 -0.04103
S 2.46238 -3.09361 -1.49897
C 1.80075 -1.58882 -1.76125
N 0.80710 -1.06566 -1.05684
H 1.36277 -3.76150 3.62185
H -2.33961 -3.10261 5.72351
H -4.48355 -1.92995 5.74452
H -5.17321 -0.48194 3.87735
H -3.62968 0.11304 2.04808
H 2.31697 -4.54155 0.35750
H 2.17965 -1.03734 -2.61200